Density functional theory data (the ωB97M-V functional and the def2-TZVPD basis) for a structure of composition C17H18F3N3O4S.

XYZ file:
```
46
Properties=species:S:1:pos:R:3:forces:R:3:mulliken_charge:R:1
C 0.519210 0.922453 3.397594 0.654 -0.169 -0.006 -0.17
C 0.700556 0.576255 2.262025 -0.494 0.098 -0.024 -0.64
C 0.836362 0.194770 0.889307 -0.150 0.019 -0.024 0.24
C -0.348721 0.085974 0.050987 0.263 -0.013 0.107 0.73
N -1.593679 0.390293 0.661960 0.110 0.560 -0.276 0.31
C -1.675932 1.748947 1.185178 -0.123 -0.124 -0.006 0.55
C -2.676362 1.909907 2.286420 0.151 -0.430 0.217 -1.48
O -1.008130 2.638196 0.743849 0.299 0.081 0.004 -0.50
C -2.752137 0.128195 -0.194371 -0.211 -0.208 0.205 0.33
C -3.068582 1.144094 -1.257687 0.577 0.171 -0.017 -1.01
O -3.413181 -0.848326 -0.013563 -0.040 -0.251 0.043 -0.56
C -0.233053 -0.344760 -1.228476 -0.318 -0.100 -0.188 -0.74
C 1.048575 -0.661382 -1.740205 0.081 -0.006 0.092 -0.24
N 1.313632 -1.096846 -2.968887 0.085 -0.054 -0.233 -0.68
S 2.904983 -1.281465 -3.051246 0.015 0.012 0.019 0.11
N 3.337912 -0.834519 -1.572838 0.317 -0.058 -0.071 -0.62
C 2.217375 -0.511244 -0.936710 -0.588 0.085 0.049 1.37
C 2.085741 -0.078510 0.413980 0.356 -0.060 0.217 0.06
C 3.322323 0.043246 1.259328 0.080 -0.325 -0.218 -1.57
C 3.999861 1.408597 1.102571 -0.105 0.264 -0.146 -0.14
O 5.320594 1.231373 0.654882 0.042 -0.310 0.110 -0.56
C 3.960059 2.269535 2.391684 0.275 -0.027 -0.220 0.86
F 5.098741 2.955736 2.549239 0.159 0.125 -0.038 -0.30
F 2.973906 3.172403 2.322057 -0.341 0.066 0.027 -0.28
F 3.779887 1.562221 3.510645 -0.019 -0.141 0.268 -0.27
H 0.624770 1.187221 4.421017 -0.327 0.095 0.100 0.51
H -2.610038 1.040813 2.936133 -0.049 -0.065 0.053 0.35
H -2.438245 2.798272 2.857998 -0.157 0.233 -0.105 0.43
H -3.692806 1.937857 1.896220 -0.073 0.155 -0.063 0.33
H -2.184836 1.728274 -1.504127 0.027 0.086 0.002 0.41
H -3.823698 1.832546 -0.884686 -0.199 -0.010 -0.027 0.32
H -3.412444 0.640003 -2.154266 -0.276 -0.058 0.010 0.36
H -1.078175 -0.480401 -1.887340 -0.032 -0.027 -0.034 0.32
H 3.111092 -0.205422 2.293130 -0.090 0.121 0.095 0.82
H 4.038362 -0.690128 0.893767 0.128 0.011 0.006 0.51
H 3.439748 1.987245 0.366222 -0.061 0.119 -0.002 0.44
H 5.583922 1.994391 0.135810 0.080 0.100 0.053 0.36
C -2.764609 -3.962364 -1.709286 0.084 0.027 0.009 -1.11
C -2.967657 -2.836320 -2.704024 0.081 -0.182 -0.133 0.10
O -1.772041 -2.537783 -3.425577 -0.155 0.108 0.137 -0.49
H -1.973967 -3.704914 -1.003494 -0.033 0.033 0.024 0.25
H -3.679878 -4.160453 -1.150402 -0.002 0.005 -0.002 0.34
H -2.467624 -4.881274 -2.221217 -0.054 -0.015 -0.009 0.40
H -3.249656 -1.923607 -2.183232 -0.002 0.011 -0.030 -0.08
H -3.769676 -3.084847 -3.407733 -0.054 0.023 0.048 0.34
H -1.513472 -3.330296 -3.904763 0.089 0.025 -0.023 0.29
```
Positions in Å, forces in eV/Å.

ΔE to the lowest compared entry with this formula, charge and spin, kJ/mol: 0.0
Gap between HOMO and LUMO, eV: 8.17
Max |F|, eV/Å: 0.68

***

Density functional theory data (the ωB97M-V functional and the def2-TZVPD basis) for the ion C4H10N with charge +1 in a non-equilibrium geometry.

XYZ file:
```
15
Properties=species:S:1:pos:R:3:forces:R:3:mulliken_charge:R:1
C 0.879401 1.402881 0.472822 -0.118 0.038 2.209 -0.95
C 0.064808 0.367869 0.611947 0.066 0.303 -1.750 0.53
N 0.448062 -0.731771 1.545581 -0.818 -0.099 -0.677 -0.24
C -1.012559 -0.020839 -0.402824 0.904 -0.010 0.458 -0.67
C -0.332589 -0.327244 -1.750523 -0.818 -0.648 0.040 -1.01
H 0.685701 2.315349 -0.068152 -0.164 -0.330 -0.591 0.32
H 1.665620 1.496337 1.219082 0.252 0.084 -0.284 0.23
H 0.759626 -1.528192 0.982885 0.479 -0.009 0.149 0.36
H -0.418208 -1.067304 1.965007 -0.010 0.034 0.537 0.39
H 1.124752 -0.475267 2.264773 0.070 -0.023 -0.078 0.37
H -1.717779 0.801695 -0.492607 -0.043 0.011 -0.043 0.31
H -1.567190 -0.905010 -0.086136 -0.127 0.043 0.174 0.37
H 0.332908 -1.192272 -1.699413 0.219 0.161 0.243 0.32
H -1.121301 -0.665561 -2.428166 0.168 0.403 -0.240 0.33
H 0.208748 0.529329 -2.134274 -0.058 0.042 -0.148 0.35
```
Positions in Å, forces in eV/Å.

ΔE to the lowest compared entry with this formula, charge and spin, kJ/mol: 115.4
SMILES string: C=C([NH3+])CC
Charge: +1
Gap between HOMO and LUMO, eV: 11.16
Max |F|, eV/Å: 2.21

***

Density functional theory data (the ωB97M-V functional and the def2-TZVPD basis) for a structure of composition H10IO5 in a non-equilibrium geometry.

XYZ file:
```
16
Properties=species:S:1:pos:R:3:forces:R:3:mulliken_charge:R:1
I 0.589781 -3.125510 -1.684839 -0.026 -2.888 -2.889 -0.97
O -0.599494 0.666859 -1.228722 -8.804 -7.299 -0.933 -0.61
H -1.430139 0.799710 -0.765693 0.992 0.965 0.183 0.29
H 0.076991 1.155084 -1.251113 7.583 6.970 0.474 0.29
O 0.777715 -1.294639 0.022583 4.856 0.030 2.062 -0.56
H 0.409555 -0.634403 -0.457561 -3.709 3.627 -1.510 0.33
H 1.448475 -1.322476 -0.772564 -0.446 -1.189 2.367 0.26
O -0.830795 1.569909 1.791348 -1.434 -0.063 -0.669 -0.57
H 0.010625 1.385990 1.414520 1.047 -0.602 -0.586 0.30
H -0.661893 1.977298 2.617485 0.247 0.545 1.230 0.27
O -1.766815 -2.551993 0.456642 0.633 2.869 -2.051 -0.50
H -2.274320 -3.031092 1.048378 -1.820 -1.279 1.826 0.24
H -2.253364 -1.710912 0.220502 0.801 -1.642 0.542 0.27
O 1.981358 1.785958 -0.759851 1.446 3.179 -1.785 -0.62
H 2.035045 1.651954 0.156755 -0.032 -1.030 2.121 0.30
H 2.487275 2.678264 -0.807869 -1.335 -2.191 -0.382 0.29
```
Positions in Å, forces in eV/Å.

ΔE to the lowest compared entry with this formula, charge and spin, kJ/mol: 511.9
Charge: -1
Gap between HOMO and LUMO, eV: 4.14
Max |F|, eV/Å: 11.47

***

Density functional theory data (the ωB97M-V functional and the def2-TZVPD basis) for the molecule C2H6N4O in a non-equilibrium geometry.

XYZ file:
```
13
Properties=species:S:1:pos:R:3:forces:R:3:mulliken_charge:R:1
N 0.450251 0.437497 2.072537 3.355 4.312 0.655 -0.46
N 1.698801 0.037017 1.384449 -0.532 1.113 -3.440 -0.43
C 1.442384 -0.483846 0.207185 -5.148 1.004 5.155 -0.01
N 0.043764 -0.970196 -0.061883 0.652 -0.591 -1.620 -0.40
N -0.986437 -0.074595 -0.096260 -3.633 3.523 0.390 -0.07
C -1.433535 0.488965 -1.357243 -0.992 1.939 2.539 -0.02
O -0.939722 0.513932 -2.456037 0.881 -1.461 0.546 -0.50
H 0.774843 1.071493 2.937750 -0.838 -2.462 -2.381 0.28
H 0.276697 -0.457228 2.306324 -2.066 -3.660 2.425 0.26
H 2.153468 -0.698809 -0.448218 3.101 -1.252 -2.536 0.46
H -0.318755 -1.382634 -0.959036 2.947 -0.856 0.736 0.31
H -1.513809 0.152605 0.853218 1.551 -0.462 -3.084 0.26
H -2.352411 1.164351 -1.233309 0.722 -1.147 0.615 0.31
```
Positions in Å, forces in eV/Å.

ΔE to the lowest compared entry with this formula, charge and spin, kJ/mol: 508.6
SMILES string: N/N=C\NNC=O
Gap between HOMO and LUMO, eV: 9.72
Max |F|, eV/Å: 7.35

***

Density functional theory data (the ωB97M-V functional and the def2-TZVPD basis) for the molecule C5H10O2.

XYZ file:
```
17
Properties=species:S:1:pos:R:3:forces:R:3:mulliken_charge:R:1
C 2.148738 -0.834003 -0.434411 0.041 -0.002 -0.070 -1.05
C 1.228927 -0.609620 0.754082 0.137 -0.194 0.046 -0.33
O 0.389181 0.521917 0.565455 -0.026 0.101 0.002 -0.41
C -0.965303 0.234888 0.302577 -0.216 -0.034 0.012 0.47
C -1.736443 1.542449 0.416459 -0.039 0.042 -0.023 -1.39
C -1.136756 -0.325950 -1.102357 -0.197 -0.217 -0.075 -0.11
O -1.837773 -1.268949 -1.375911 0.294 0.379 0.091 -0.48
H 2.842899 -1.656563 -0.224343 -0.120 0.133 -0.042 0.37
H 1.582215 -1.087409 -1.337410 0.092 0.024 0.134 0.29
H 2.732897 0.070084 -0.635872 -0.092 -0.146 0.032 0.27
H 0.621741 -1.505499 0.944388 0.059 0.122 -0.001 0.32
H 1.820700 -0.411638 1.653915 -0.054 -0.042 -0.085 0.33
H -1.363714 -0.507941 1.010018 0.091 0.084 -0.079 0.28
H -2.807924 1.379596 0.263419 0.165 0.000 0.021 0.39
H -1.575377 1.968936 1.409749 -0.031 -0.062 -0.116 0.35
H -1.376895 2.262831 -0.325703 -0.040 -0.098 0.080 0.33
H -0.567114 0.226879 -1.884053 -0.065 -0.088 0.074 0.39
```
Positions in Å, forces in eV/Å.

ΔE to the lowest compared entry with this formula, charge and spin, kJ/mol: 163.7
SMILES string: CCO[C@@H](C)C=O
Gap between HOMO and LUMO, eV: 10.64
Max |F|, eV/Å: 0.49

***

Density functional theory data (the ωB97M-V functional and the def2-TZVPD basis) for the molecule C15H16N6O in a non-equilibrium geometry.

XYZ file:
```
38
Properties=species:S:1:pos:R:3:forces:R:3:mulliken_charge:R:1
C -1.039291 -2.224055 -4.049147 0.867 2.507 1.301 -1.18
C -0.307017 -2.563666 -2.676696 0.222 -2.510 -0.895 0.02
C -0.651776 -4.082214 -2.323531 3.897 0.056 -2.468 -1.46
N -0.788863 -1.837044 -1.489410 0.457 1.472 0.832 -0.21
C -0.173644 -0.755676 -0.802008 0.359 -0.905 -2.310 0.97
C 0.908819 -0.079119 -1.371446 -2.931 -1.196 -0.075 -0.49
C 1.472614 1.077767 -0.738921 -0.024 -2.101 1.165 0.06
O 2.450272 1.520849 -1.244286 2.000 2.620 -0.686 -0.60
N 1.003586 1.425993 0.587336 -1.687 -3.154 -0.288 0.28
C 1.545307 2.450349 1.392011 1.426 3.625 1.691 0.36
C 2.896329 2.963638 1.187085 0.663 -2.584 0.018 -0.09
C 3.469311 4.032797 1.857713 -2.757 0.816 -0.110 -0.57
C 2.649010 4.879151 2.614086 -0.127 -0.405 1.896 -0.45
C 1.462897 4.303685 3.084856 -1.259 -0.343 -2.161 -0.46
C 0.819999 3.200500 2.413816 0.990 -1.092 -1.156 -0.29
N 0.071319 0.556052 1.202137 -0.467 1.437 -0.639 -0.54
C -0.608953 -0.375514 0.557149 2.238 1.717 -0.973 0.08
C -1.792790 -0.915400 1.213967 -0.593 -0.650 2.297 0.14
N -2.048081 -0.734066 2.586247 2.296 0.445 -0.983 -0.55
C -3.117701 -1.405492 2.769947 -1.493 0.785 1.603 0.00
N -3.613495 -1.881699 1.650221 -1.534 -1.257 -1.133 -0.21
N -2.718436 -1.647973 0.633389 -0.987 0.436 -0.369 -0.44
H -0.778733 -1.128534 -4.213871 -0.646 -1.138 -0.167 0.28
H -2.131340 -2.309846 -3.957856 0.328 0.008 0.170 0.29
H -0.729718 -2.756718 -4.946430 0.350 -0.339 0.384 0.40
H 0.875041 -2.567617 -2.812485 -2.574 0.607 0.464 0.35
H -1.572118 -4.209578 -1.912272 -2.846 -0.090 1.129 0.42
H 0.104194 -4.345628 -1.578950 -0.228 -0.415 -0.005 0.37
H -0.562926 -4.822777 -3.219733 -0.006 1.499 1.417 0.32
H -1.705109 -2.109175 -1.115238 0.727 -0.020 -0.276 0.56
H 1.208350 -0.318116 -2.441698 -0.184 0.504 1.808 0.31
H 3.664268 2.356654 0.643364 -1.300 0.490 0.135 0.23
H 4.472771 4.296056 1.779244 1.604 0.142 -0.689 0.42
H 2.949339 5.883765 3.045105 -0.047 -1.525 -0.586 0.29
H 0.881548 4.847935 3.802884 -0.306 0.118 0.259 0.34
H -0.232679 2.888463 2.595353 1.013 0.361 0.285 0.34
H -3.689164 -1.496346 3.694962 0.387 0.086 -0.174 0.43
H -4.643141 -2.117400 1.583106 2.174 -0.007 -0.712 0.28
```
Positions in Å, forces in eV/Å.

SMILES string: CC(C)Nc1cc(=O)n(-c2ccccc2)nc1-c1nc[nH]n1
Gap between HOMO and LUMO, eV: 8.00
Max |F|, eV/Å: 4.61

***

Look up the max |F| of the fifth one. 0.49 eV/Å